(1)
A molecular structure, C29H45N7RuS4 in a non-equilibrium geometry. Source: the OMol25 dataset; level of theory: ωB97M-V/def2-TZVPD.

E_tot	-3202.6560	Ha
orbital gap (alpha / beta)	0.1929 / 0.2298	Eh
ΔE to the lowest compared entry with this formula, charge and spin	338.7	kJ/mol
E_LUMO (alpha / beta)	-4.36 / -3.44	eV
spin multiplicity	2
total charge	+1
expectation value of S²	0.8599
E_HOMO (alpha / beta)	-9.61 / -9.69	eV

Atoms and positions in Å:
Ru: -0.0828 0.2266 0.3305
C: -0.9365 2.8749 0.8222
C: -0.7304 2.1258 2.0136
C: -1.6547 0.9983 1.9440
C: -2.3713 1.1375 0.7136
C: -1.9588 2.3082 0.0353
C: -2.6405 2.9280 -1.1535
C: -1.7360 3.9435 -1.8560
C: -3.0430 1.8518 -2.1674
C: -3.9032 3.6379 -0.6311
C: -2.0765 -0.0543 2.9660
C: -0.8907 -0.9693 3.3353
C: -2.7102 0.6258 4.1882
C: -3.1361 -1.0045 2.3803
C: 0.1708 2.7509 3.0729
C: 0.6879 1.8085 4.1601
C: 1.4113 3.3588 2.3852
C: -0.6128 3.9003 3.7356
H: -0.4438 3.7999 0.5901
H: -3.2468 0.5702 0.4488
H: -0.7781 3.4912 -2.0991
H: -1.5606 4.8199 -1.2392
H: -2.2023 4.2723 -2.7811
H: -2.1463 1.4159 -2.6013
H: -3.6327 2.2871 -2.9695
H: -3.6354 1.0691 -1.7016
H: -3.6405 4.3621 0.1358
H: -4.5998 2.9267 -0.1944
H: -4.4011 4.1612 -1.4444
H: -0.2084 -0.5088 4.0364
H: -0.3325 -1.2398 2.4167
H: -1.2618 -1.8870 3.7894
H: -2.1342 1.4794 4.5253
H: -2.7999 -0.0808 5.0089
H: -3.7064 0.9780 3.9280
H: -2.7329 -1.5372 1.5169
H: -4.0453 -0.4816 2.0984
H: -3.4053 -1.7377 3.1381
H: 1.2202 0.9786 3.7019
H: -0.1084 1.4377 4.7958
H: 1.3866 2.3449 4.7991
H: 1.8404 2.6495 1.6805
H: 2.1660 3.6025 3.1291
H: 1.1697 4.2739 1.8548
H: -1.4827 3.5383 4.2779
H: -0.9565 4.6157 2.9929
H: 0.0337 4.4205 4.4381
N: -1.5082 -1.3842 -1.2497
N: -1.0070 -2.6219 -1.6664
C: 0.2036 -3.0494 -1.2587
N: 0.6746 -4.1787 -1.7955
S: 1.0840 -2.2477 -0.0824
H: -2.4666 -1.4917 -0.9207
H: -1.4914 -0.7006 -2.0139
H: -1.4642 -3.0976 -2.4434
H: 0.1708 -4.6877 -2.5038
H: 1.5600 -4.5425 -1.4845
S: 5.9671 0.6613 -3.4173
C: 4.4258 1.0639 -2.9889
S: 3.1633 -0.1014 -2.6445
C: 2.0757 1.2800 -2.2794
N: 2.6686 2.4116 -2.4036
N: 3.9380 2.3101 -2.7933
C: 4.7099 3.4931 -2.9403
C: 4.8180 4.3597 -1.8617
C: 5.6289 5.4737 -1.9723
C: 6.3049 5.7309 -3.1527
C: 6.1559 4.8811 -4.2362
C: 5.3579 3.7554 -4.1386
S: 0.4231 1.1042 -2.0048
H: 4.2813 4.1560 -0.9486
H: 5.7444 6.1372 -1.1317
H: 6.9383 6.6015 -3.2303
H: 6.6657 5.0878 -5.1629
H: 5.2318 3.0912 -4.9795
C: 5.2685 -0.7878 1.4250
N: 4.0748 -0.5383 2.2088
C: 4.0973 -0.9128 3.6089
C: 3.0100 -0.0662 1.6566
N: 2.0758 0.4189 1.1701
H: 5.4667 -1.8610 1.3550
H: 6.1277 -0.3031 1.8941
H: 5.1463 -0.3914 0.4180
H: 4.3890 -1.9604 3.7123
H: 3.1127 -0.7800 4.0529
H: 4.8191 -0.2957 4.1498

Cartesian forces, eV/Å:
-0.02 4.10 -0.74
-0.13 -0.77 -1.01
-0.14 -1.27 0.03
0.05 -0.29 0.29
0.47 -0.68 0.24
0.68 -0.05 0.12
-0.01 0.08 -0.35
0.02 -0.15 0.12
0.14 0.05 0.20
0.20 -0.14 0.07
0.15 -0.23 0.13
-0.01 0.02 -0.17
0.12 -0.13 -0.16
0.19 0.21 -0.03
0.35 -0.01 0.18
-0.13 0.04 -0.18
-0.10 -0.13 -0.12
-0.09 -0.21 -0.10
0.24 0.04 -0.14
0.05 -0.13 -0.03
0.08 0.05 -0.05
0.01 0.17 0.11
-0.08 0.08 -0.07
0.03 -0.10 -0.16
-0.06 0.06 -0.08
-0.16 -0.14 0.03
0.01 0.14 0.08
-0.14 -0.10 0.04
-0.03 0.02 -0.09
0.13 0.03 0.02
-0.21 -0.04 0.48
0.01 -0.07 0.06
0.07 0.06 0.11
-0.06 -0.08 0.14
-0.09 0.09 0.04
-0.05 -0.08 -0.04
-0.13 0.05 -0.07
0.00 -0.05 0.02
0.04 -0.12 0.05
-0.04 -0.14 0.05
0.02 0.10 0.02
0.06 0.10 0.00
0.01 0.07 0.11
0.00 0.15 -0.10
-0.09 -0.04 0.08
-0.03 0.12 -0.08
0.09 0.05 0.06
-0.39 0.19 -0.31
-0.24 -0.08 -0.50
0.00 0.11 0.44
-0.21 -0.05 -0.23
-0.15 0.48 0.46
0.27 -0.08 0.01
0.08 -0.38 0.13
0.17 0.27 0.26
0.03 0.00 0.00
-0.07 0.10 0.01
-0.09 -0.17 0.08
0.86 -0.87 -0.11
-0.28 1.16 0.11
1.74 -0.75 -0.35
-1.29 0.61 0.43
0.20 -0.49 -0.24
0.26 0.55 0.01
0.04 -0.21 -0.14
0.01 0.06 -0.01
0.00 0.04 -0.03
-0.01 -0.02 -0.03
-0.18 -0.01 0.14
-1.25 -0.90 1.41
-0.06 -0.09 0.10
-0.03 0.12 0.13
0.06 0.06 -0.02
0.07 0.04 -0.12
0.05 -0.08 -0.01
0.50 -0.11 -0.41
0.31 -0.21 0.16
0.01 -0.10 0.51
-0.50 0.38 -0.31
-1.09 -0.44 -0.63
-0.06 0.07 0.04
-0.09 0.01 -0.02
-0.01 0.00 0.05
-0.03 0.04 -0.06
0.02 0.03 -0.05
-0.06 -0.02 -0.04

Atomic partial charges in e from the Mulliken method, atoms 1 to 2: number 1, Ru, carries 0.979; number 2, C, carries -0.368

(2)
C16H28N2O3S in the gas phase in a non-equilibrium geometry. Source: the OMol25 dataset; level of theory: ωB97M-V/def2-TZVPD.

E_tot	-1359.9087	Ha
orbital gap	0.3423	Eh
E_LUMO	0.46	eV
SMILES	CCS(=O)(=O)N1CCC(C(=O)NCCC2=CCCCC2)CC1
E_HOMO	-8.85	eV

Atoms and positions in Å:
C: 1.0667 4.2903 1.2020
C: 0.8752 3.2530 2.2877
H: -0.0678 3.3739 2.8110
H: 1.7009 3.2239 2.9911
S: 0.8515 1.6209 1.4926
O: -0.3087 1.5447 0.6421
O: 2.1264 1.4041 0.8744
N: 0.7421 0.5996 2.8273
C: -0.6061 0.3586 3.3047
C: -1.3976 -0.5821 2.3940
H: -2.3475 -0.8333 2.8693
H: -1.6085 -0.0461 1.4696
C: -0.6146 -1.8667 2.0989
C: -1.3028 -2.6895 1.0053
O: -1.6683 -3.8338 1.1805
N: -1.4680 -2.0209 -0.1514
H: -1.0662 -1.1002 -0.2556
C: -1.9280 -2.6346 -1.3735
H: -2.7944 -2.0810 -1.7501
H: -2.2359 -3.6527 -1.1273
C: -0.8094 -2.6453 -2.4273
C: -0.2304 -1.2681 -2.6184
C: 0.9891 -0.9593 -2.1952
C: 1.6117 0.3968 -2.3040
C: 0.5760 1.4622 -2.6511
C: -0.3328 0.9548 -3.7646
C: -1.1277 -0.2479 -3.2652
H: -1.8709 0.0941 -2.5373
H: -1.6723 -0.7122 -4.0922
H: 0.2765 0.6586 -4.6217
H: -1.0161 1.7417 -4.0911
H: -0.0188 1.6795 -1.7619
H: 1.0773 2.3829 -2.9555
H: 2.3940 0.3644 -3.0709
H: 2.0958 0.6491 -1.3573
H: 1.6121 -1.7245 -1.7479
H: -0.0251 -3.3304 -2.1007
H: -1.2225 -3.0175 -3.3675
C: 0.8285 -1.5611 1.6760
C: 1.4980 -0.6319 2.6838
H: 1.5670 -1.0991 3.6703
H: 2.4957 -0.3542 2.3444
H: 0.8457 -1.0582 0.7065
H: 1.3912 -2.4923 1.5916
H: -0.5908 -2.4882 3.0008
H: -0.5212 -0.0590 4.3131
H: -1.1115 1.3237 3.3695
H: 1.1043 5.2943 1.6192
H: 0.2449 4.2297 0.4924
H: 1.9932 4.0894 0.6697

Cartesian forces, eV/Å:
-0.02 -0.05 -0.15
0.00 -0.65 -0.44
-0.10 -0.04 0.13
0.04 -0.05 0.11
0.01 0.49 0.93
-0.23 0.10 0.13
0.36 -0.06 0.17
0.30 0.75 -0.66
-0.68 0.06 -0.07
0.08 0.02 0.14
-0.04 0.01 -0.02
-0.10 -0.09 0.13
-0.05 -0.08 -0.18
0.13 0.31 0.56
-0.06 -0.45 0.07
-0.10 0.28 -0.41
0.05 -0.06 0.14
-0.03 -0.19 -0.15
0.01 -0.11 0.01
-0.04 0.15 -0.06
0.00 0.11 0.20
-0.17 -0.32 -0.09
0.20 0.05 -0.01
-0.07 0.22 0.07
0.16 -0.06 -0.19
-0.16 0.11 0.20
0.20 0.17 -0.14
-0.14 -0.01 -0.03
-0.07 -0.03 0.05
-0.01 0.01 -0.08
0.02 -0.01 -0.07
-0.03 0.06 -0.01
-0.01 0.05 0.05
0.05 0.03 0.03
0.06 -0.03 -0.11
-0.02 -0.22 0.03
0.00 -0.04 -0.01
0.01 -0.04 -0.05
0.04 0.02 0.35
0.46 -0.35 -0.44
0.00 0.09 0.00
0.02 -0.22 0.15
0.06 -0.12 -0.08
0.02 -0.01 -0.09
-0.04 -0.03 -0.15
0.02 0.11 -0.03
-0.13 -0.07 0.18
-0.01 0.00 0.05
-0.04 0.12 -0.09
0.07 0.11 -0.06

Atomic partial charges in e from the natural (NBO) method, atoms 1 to 2: number 1, C, carries -0.628; number 2, C, carries -0.630

(3)
2 unconnected molecules or ions with the total composition C28H43ClF8N3O5Si in a non-equilibrium geometry. Source: the OMol25 dataset; level of theory: ωB97M-V/def2-TZVPD.

E_tot	-3180.8567	Ha
orbital gap	0.2600	Eh
E_LUMO	-4.10	eV
total charge	+1
E_HOMO	-11.17	eV

Atoms and positions in Å:
C: -0.1494 2.4286 2.8762
C: 1.0747 3.3194 2.1798
C: 2.4619 2.4898 1.9492
Cl: 3.8112 3.3819 2.9322
N: 2.8579 2.2890 0.4760
C: 3.5858 3.4310 -0.2117
O: 2.7462 4.6767 -0.2072
C: 1.7106 4.5989 -1.2638
C: 2.5417 1.0842 -0.1693
N: 1.7431 -0.0340 0.4667
C: 0.3923 0.0187 -0.2605
C: -0.4504 -1.2582 0.3267
C: -0.0674 -2.8481 0.1437
C: -1.0295 -3.9677 0.8553
C: -2.3781 -3.6395 1.7485
C: -2.7558 -2.0520 1.9577
C: -1.8035 -0.8986 1.2449
C: 0.4746 0.1586 -1.8748
O: 0.3224 1.5591 -2.3952
C: -0.4946 -0.7752 -2.7707
C: -2.2006 -0.4159 -2.4084
C: -2.7766 1.0794 -3.0736
O: -2.4612 0.8141 -1.4801
C: 2.0567 -0.2178 -2.2832
N: 2.9598 0.7869 -1.6241
C: 4.4243 0.5048 -1.7499
C: 4.9130 -1.0293 -1.4526
O: 6.2917 -1.1692 -0.9721
Si: 6.4644 -1.1046 0.7573
C: 6.9735 0.6612 1.4508
C: 8.0044 -2.2454 1.1972
C: 5.0064 -1.7890 1.8001
H: -0.6414 1.6576 2.1480
H: 0.2207 1.7998 3.8144
H: -1.0230 3.1811 3.1821
H: 0.7018 3.9264 1.2397
H: 1.3210 4.1482 3.0039
H: 2.3505 1.4598 2.5334
H: 3.8024 3.2425 -1.3647
H: 4.6625 3.6562 0.2511
H: 2.1020 4.2262 -2.3029
H: 0.8057 3.8908 -0.9727
H: 1.2176 5.6695 -1.4334
H: 2.1937 -0.9662 0.3893
H: -0.1428 1.0101 0.1350
H: 0.8916 -3.1122 -0.4917
H: -0.7455 -5.0958 0.7016
H: -3.0643 -4.4749 2.2151
H: -3.6997 -1.7081 2.6038
H: -2.1559 0.2259 1.4343
H: 0.6196 1.5823 -3.3690
H: -0.4152 -0.5184 -3.9272
H: -0.4020 -1.9206 -2.5461
H: -3.0016 -1.3840 -2.3891
H: -2.1604 2.0612 -2.9625
H: -3.8311 1.4953 -2.7170
H: 2.1954 -1.3315 -1.9546
H: 2.1741 -0.0873 -3.4495
H: 4.7790 0.8935 -2.8213
H: 5.0284 1.1844 -0.9753
H: 4.0931 -1.5586 -0.8096
H: 4.8900 -1.5827 -2.5124
H: 6.8646 0.6735 2.6385
H: 8.1424 0.7831 1.2564
H: 6.3776 1.5357 0.9521
H: 7.7821 -3.3184 0.7600
H: 8.9680 -1.8294 0.6675
H: 8.1671 -2.2297 2.3622
H: 4.7171 -2.8486 1.3388
H: 5.2970 -2.0118 2.9304
H: 4.0292 -1.1145 1.7854
C: -8.6547 -1.1867 1.1222
C: -9.0000 -0.2855 -0.0744
C: -9.0137 -0.9849 -1.4269
F: -7.8160 -1.5275 -1.7446
F: -9.3085 -0.1048 -2.4203
F: -8.1635 0.7869 -0.0761
F: -10.2502 0.2234 0.1521
O: -7.2941 -1.1678 1.5587
C: -6.4050 -2.0174 0.8314
C: -5.3466 -1.2365 0.0436
F: -5.9003 -0.3615 -0.8326
F: -4.5691 -2.0747 -0.6934
F: -7.1314 -2.8572 0.0561
F: -5.7976 -2.8021 1.7624
H: -9.2174 -0.7942 1.9781
H: -9.0299 -2.2099 0.9969
H: -9.7667 -1.7762 -1.4577
H: -4.6958 -0.6713 0.7159

Cartesian forces, eV/Å:
-0.22 -0.02 -0.30
-0.65 1.00 1.22
-1.16 -0.45 1.78
-1.06 -1.06 -1.47
-0.62 -3.15 -1.02
0.60 2.16 -2.17
0.46 -2.66 -1.04
-1.70 0.28 -0.67
1.13 -0.48 -1.02
0.25 3.18 -1.58
-2.20 0.32 1.04
-3.02 -2.56 1.98
-3.38 1.93 2.27
-0.88 2.72 0.35
2.55 3.92 -1.88
3.50 -1.06 -2.31
0.43 -3.34 -0.06
1.76 -0.44 -2.59
0.47 -1.39 -0.07
-2.65 0.32 0.57
-0.55 3.63 -0.21
-0.24 1.09 6.23
0.97 -4.58 -2.55
-1.77 -0.35 -0.06
-0.49 -0.07 3.80
2.59 1.27 0.04
-0.64 -0.68 -2.27
-2.71 0.69 1.38
2.13 -0.12 1.18
0.72 0.30 0.33
0.10 -0.06 -0.61
-1.65 -1.14 0.13
1.10 1.45 1.22
-0.71 1.60 -1.94
2.10 -1.66 -0.51
0.89 -1.57 1.81
-0.41 -1.84 -1.98
0.42 2.08 -1.88
-0.73 -0.41 2.57
-2.85 -0.52 -0.41
-0.35 0.67 2.04
1.99 1.23 -0.44
1.47 -2.23 0.65
-0.12 0.98 -0.41
1.01 -2.26 -0.94
-2.26 0.26 1.49
-0.60 2.51 0.32
1.74 1.82 -1.14
2.44 -0.93 -1.60
1.06 -2.70 -0.70
-0.67 -0.38 2.26
0.17 -0.66 2.57
0.06 2.26 -0.52
2.35 3.13 0.09
-0.12 -2.16 -1.90
1.37 -1.84 -2.22
0.19 1.94 -0.73
-0.06 -0.45 2.38
-0.77 -1.11 2.27
-1.42 -1.36 -1.64
1.68 0.88 -0.72
0.04 1.06 2.39
-0.03 0.06 -2.62
-2.57 -0.03 0.21
1.21 -1.39 1.15
0.65 1.99 1.19
-1.82 -0.87 1.08
-0.29 -0.27 -2.34
0.42 2.13 1.00
-0.48 0.71 -2.47
1.96 -1.38 0.18
-0.53 -0.12 0.99
0.45 0.72 0.71
-0.31 -0.02 -1.18
-0.45 0.25 -0.15
-0.04 0.08 0.40
-0.16 -0.34 -0.23
0.13 -0.52 -0.28
0.98 -0.77 -1.64
-1.99 -0.26 1.14
0.57 0.72 -0.61
0.23 -0.25 0.59
-0.33 -0.24 0.35
0.97 -0.01 0.37
0.20 0.46 -0.43
0.23 0.16 -0.26
0.18 0.27 -0.24
-0.05 0.01 0.22
-0.16 -0.12 0.08

Atomic partial charges in e from the Mulliken method, atoms 1 to 2: number 1, C, carries -0.979; number 2, C, carries -0.306

(4)
A gas-phase ion, C3H7N4 (charge +1) in a non-equilibrium geometry. Source: the OMol25 dataset; level of theory: ωB97M-V/def2-TZVPD.

E_tot	-337.1879	Ha
orbital gap	0.3555	Eh
ΔE to the lowest compared entry with this formula, charge and spin	305.5	kJ/mol
E_LUMO	-4.26	eV
total charge	+1
SMILES	Nn1nccc1[NH3+]
E_HOMO	-13.94	eV

Atoms and positions in Å:
C: 0.9037 -1.3280 -0.1160
C: 2.0030 -0.4987 -0.0321
C: -0.2193 -0.5025 -0.1076
N: 1.6409 0.7861 0.0109
N: 0.2666 0.8032 -0.0570
N: -1.6355 -0.8377 -0.1324
N: -0.4122 2.0204 0.2683
H: 0.7774 -2.3592 -0.0448
H: 3.1250 -0.6770 0.2275
H: -2.1411 -0.7761 0.8578
H: -2.1504 -0.0755 -0.6561
H: -1.9197 -1.7494 -0.7123
H: -0.5313 2.7170 -0.4636
H: 0.2930 2.4775 0.9575

Cartesian forces, eV/Å:
-2.26 0.61 0.20
2.53 1.41 1.18
2.07 1.12 0.08
-1.72 -0.49 -0.13
0.72 0.02 -0.47
-2.78 0.14 -0.10
1.65 -0.15 2.31
0.42 -1.59 -0.16
-2.39 -0.09 -1.01
1.42 -0.70 -2.23
0.67 -0.71 0.47
1.08 2.10 1.91
0.42 -0.74 -0.73
-1.83 -0.92 -1.30

Atomic partial charges in e from the natural (NBO) method, atoms 1 to 2: number 1, C, carries -0.296; number 2, C, carries -0.033

(5)
A molecular structure, C2Br4S2. Source: the OMol25 dataset; level of theory: ωB97M-V/def2-TZVPD.

E_tot	-11168.5824	Ha
orbital gap	0.3113	Eh
ΔE to the lowest compared entry with this formula, charge and spin	46.1	kJ/mol
E_LUMO	-1.04	eV
E_HOMO	-9.51	eV

Atoms and positions in Å:
C: -0.8097 1.0758 2.3476
C: 0.9528 -1.1829 -2.3532
S: 0.7533 1.3400 2.1010
S: 1.1605 -2.7510 -2.0900
Br: -2.1375 2.4254 2.2719
Br: -1.5470 -0.6257 2.7468
Br: 2.3708 0.0629 -2.5279
Br: -0.7433 -0.3445 -2.4962

Cartesian forces, eV/Å:
0.63 0.07 -0.11
0.06 -0.59 0.18
-0.74 -0.13 0.10
-0.10 0.75 -0.15
0.07 -0.10 0.01
0.05 0.15 -0.04
-0.10 -0.08 0.00
0.13 -0.06 0.01

Atomic partial charges in e from the natural (NBO) method, atoms 1 to 2: number 1, C, carries -0.474; number 2, C, carries -0.474